15
Properties=species:S:1:pos:R:3:mulliken_charge:R:1 method="wB97M-V/def2-TZVPD" e_homo_ev=-8.522 lumo_ev=0.69 total_charge=0 e_above_lowest_kcal_mol=78.9 fmax_ha_per_bohr=0.02065
C 1.08194 -0.14603 0.98353 -1.38
C 0.86112 0.56505 -1.54867 -0.40
C -0.01906 -0.63501 -1.19634 -0.51
C -0.30747 -0.22878 0.24382 0.84
O -1.24173 -0.95805 0.99388 -0.58
C -0.79155 1.18721 -0.02649 -0.65
O 0.25596 1.58525 -0.96152 -0.14
H 1.75450 -0.97534 0.72092 0.34
H 0.83871 -0.18406 2.03979 0.43
H 1.68478 0.76217 0.82282 0.36
H -0.86911 -0.54830 -1.90106 0.32
H 0.41429 -1.63278 -1.31359 0.38
H -1.11927 -1.89843 0.80842 0.34
H -1.77885 1.25995 -0.50573 0.33
H -0.76426 1.84714 0.84019 0.32

***

15
Properties=species:S:1:pos:R:3:mulliken_charge:R:1 method="wB97M-V/def2-TZVPD" e_homo_ev=-8.597 lumo_ev=0.60 total_charge=0 e_above_lowest_kcal_mol=135.1 fmax_ha_per_bohr=0.00655
C -1.32660 -0.73078 0.70790 -1.22
C -0.39128 0.44540 0.51768 0.03
C 1.42541 -1.22123 0.52451 -0.25
O 1.63568 -0.61890 -0.71465 -0.32
C 1.04395 0.53291 -0.17485 -0.19
C -0.20250 1.00350 -0.85316 -0.26
O -0.64337 0.27137 -1.94363 -0.55
H -1.12227 -1.27273 1.63304 0.40
H -1.27044 -1.43830 -0.12010 0.27
H -2.34873 -0.33098 0.74088 0.38
H -0.42655 1.17847 1.32053 0.38
H 2.16537 -0.70433 1.19882 0.14
H 1.74856 1.25345 0.23581 0.44
H -0.28549 2.07779 -0.99690 0.37
H -0.00173 -0.44563 -2.07589 0.37

***

15
Properties=species:S:1:pos:R:3:mulliken_charge:R:1 method="wB97M-V/def2-TZVPD" e_homo_ev=-8.747 lumo_ev=0.87 total_charge=0 smiles=O[C@H]1C[C@@]2(O)C[C@@H]12 e_above_lowest_kcal_mol=62.3 fmax_ha_per_bohr=0.02809
O -0.80571 0.22284 2.04443 -0.59
C 0.23898 -0.29178 1.23821 0.09
C -0.34256 -1.27661 0.18679 -0.85
C -0.00360 -0.26901 -0.90515 0.71
O 0.69002 -0.64863 -2.05933 -0.56
C -0.50076 1.11339 -0.66502 -0.74
C 0.71799 0.61032 0.07288 -0.45
H -0.53460 1.06979 2.42127 0.34
H 1.03468 -0.70654 1.87169 0.33
H 0.30273 -2.15417 0.09147 0.27
H -1.38339 -1.58622 0.32461 0.26
H 0.63292 0.05845 -2.71088 0.32
H -0.32791 1.87366 -1.42181 0.27
H -1.41781 1.26192 -0.09530 0.21
H 1.69901 0.72260 -0.39385 0.37

***

15
Properties=species:S:1:pos:R:3:mulliken_charge:R:1 method="wB97M-V/def2-TZVPD" e_homo_ev=-9.918 lumo_ev=0.51 total_charge=0 e_above_lowest_kcal_mol=84.7 fmax_ha_per_bohr=0.01301
O -2.24750 0.19117 1.18774 -0.43
C -2.43566 -0.34588 0.12234 -0.11
C 0.58747 0.58518 0.28715 -0.40
C 1.91580 0.58105 0.10650 -0.42
C 1.89885 0.28114 -1.38356 -0.44
C 0.36958 0.20606 -1.14042 0.50
O -0.56912 -0.06685 -1.84638 -0.58
H -1.20771 -1.04840 2.62116 -0.10
H -2.89894 0.19635 -0.71480 0.28
H -2.15044 -1.39843 -0.07235 0.27
H -0.05354 0.81774 1.12713 0.49
H 2.72945 0.79268 0.79060 0.38
H -0.51097 -1.30622 2.67224 0.10
H 2.39063 -0.62387 -1.75589 0.26
H 2.18212 1.13829 -2.00149 0.21

***

15
Properties=species:S:1:pos:R:3:mulliken_charge:R:1 method="wB97M-V/def2-TZVPD" e_homo_ev=-9.869 lumo_ev=0.97 total_charge=0 smiles=C[C@H]1OC12COC2 e_above_lowest_kcal_mol=58.6 fmax_ha_per_bohr=0.01177
C 1.96474 -0.39612 0.53705 -1.36
C 0.86081 0.61162 0.41385 0.11
O 0.62277 1.01402 -0.95413 -0.55
C -0.37564 0.31974 -0.26795 0.64
C -1.77789 0.80733 -0.01201 -0.44
O -2.27677 -0.52211 -0.24572 -0.41
C -0.98575 -1.00950 -0.65591 -0.47
H 2.17252 -0.68636 1.57104 0.34
H 1.80747 -1.30032 -0.06694 0.34
H 2.81495 0.14022 0.12748 0.32
H 0.90047 1.44854 1.11964 0.41
H -1.99718 1.16891 0.99982 0.27
H -2.12857 1.53210 -0.75498 0.25
H -0.93531 -1.22649 -1.72980 0.24
H -0.67139 -1.89239 -0.08354 0.31

***

15
Properties=species:S:1:pos:R:3:mulliken_charge:R:1 method="wB97M-V/def2-TZVPD" e_homo_ev=-9.119 lumo_ev=0.38 total_charge=0 smiles="C/C(=C/C=O)CO" e_above_lowest_kcal_mol=61.5 fmax_ha_per_bohr=0.02022
C 0.50968 -1.83985 0.22550 -1.24
C 0.16106 -0.37994 0.26040 0.86
C 1.14797 0.76340 0.28343 -0.42
O 0.47979 1.91355 0.73001 -0.63
C -1.11814 0.05463 0.35525 -0.95
C -1.46156 0.86445 -0.81369 0.25
O -0.90229 1.81113 -1.35587 -0.60
H 0.95962 -2.18274 1.15868 0.31
H -0.38649 -2.43531 0.01615 0.36
H 1.21942 -2.05180 -0.58767 0.32
H 1.67047 0.99167 -0.65491 0.28
H 1.91272 0.46259 1.01744 0.34
H -1.90580 -0.52345 0.82115 0.38
H -2.25060 0.33651 -1.37403 0.33
H -0.02137 2.20469 -0.08543 0.40

***

15
Properties=species:S:1:pos:R:3:mulliken_charge:R:1 method="wB97M-V/def2-TZVPD" e_homo_ev="-6.626 / -6.352" lumo_ev="0.46 / 0.44" total_charge=0 e_above_lowest_kcal_mol=137.0 fmax_ha_per_bohr=0.07509
C 0.26663 -0.23420 -2.20094 -0.51
C -0.89712 -0.57785 -1.33944 -0.33
C -0.29663 0.75522 -1.17658 -0.56
C 0.66096 0.68911 1.24196 0.72
C -0.24621 -0.44215 1.86980 -0.96
O 0.54372 0.99083 -0.02928 -0.12
O 1.33713 1.47449 2.07907 -0.44
H 1.25387 -0.54240 -2.25171 0.29
H -0.08090 -0.10590 -3.18188 0.21
H -1.80073 -0.54200 -1.96183 0.11
H -1.15281 -1.31515 -0.58098 0.32
H 0.33109 -1.40214 1.82131 0.30
H -1.09629 -0.60071 1.25936 0.27
H -0.58769 -0.35259 2.93059 0.32
H 1.76499 2.20544 1.52055 0.38

***

15
Properties=species:S:1:pos:R:3:mulliken_charge:R:1 method="wB97M-V/def2-TZVPD" e_homo_ev="-8.324 / -8.323" lumo_ev="0.21 / 0.21" total_charge=0 e_above_lowest_kcal_mol=130.7 fmax_ha_per_bohr=0.03688
C -0.77244 0.10027 -0.13461 0.25
C -0.08002 -1.12459 -0.56498 -0.51
C -1.62947 0.15788 1.08906 -1.37
C 1.88914 0.56097 -0.27580 -0.29
C 0.89965 -0.29453 0.24852 -0.15
O 0.79827 1.07602 -2.17537 -0.59
O 1.88006 1.21907 -1.37800 -0.07
H -1.00014 0.83494 -0.89070 0.45
H 2.74032 0.83650 0.33900 0.33
H -0.36060 -2.04844 -0.07448 0.28
H 0.12363 -1.21857 -1.61967 0.28
H 1.10332 -0.64114 1.25345 0.40
H -2.67372 0.00661 0.79842 0.37
H -1.56724 1.13998 1.56646 0.32
H -1.35076 -0.60497 1.81870 0.30

***

15
Properties=species:S:1:pos:R:3:mulliken_charge:R:1 method="wB97M-V/def2-TZVPD" e_homo_ev=-8.922 lumo_ev=0.87 total_charge=0 smiles="C=C(C)O.C=C=O" e_above_lowest_kcal_mol=54.1 fmax_ha_per_bohr=0.01647
C -1.60354 -0.77816 0.08609 -1.06
C -0.85481 0.50934 0.25306 0.52
O -1.27798 1.47752 -0.59720 -0.53
C 0.09849 0.71147 1.18544 -0.92
C 1.79324 -0.84862 -0.27827 -0.89
C 1.31581 0.29501 -0.73562 0.94
O 1.22236 1.28071 -1.39078 -0.54
H -2.59165 -0.65632 0.53805 0.35
H -1.74028 -1.00154 -0.97677 0.30
H -1.09214 -1.61689 0.56737 0.28
H -0.50689 1.89276 -1.02680 0.40
H 0.59993 1.66638 1.30918 0.31
H 0.38789 -0.07667 1.87212 0.42
H 2.74687 -1.12967 -0.69468 0.31
H 1.28681 -1.48697 0.42716 0.13

***

15
Properties=species:S:1:pos:R:3:mulliken_charge:R:1 method="wB97M-V/def2-TZVPD" e_homo_ev=-8.334 lumo_ev=0.69 total_charge=0 smiles="CC(O)=C=O.C=C" e_above_lowest_kcal_mol=64.6 fmax_ha_per_bohr=0.01683
C -2.30285 -0.44142 -0.92561 -1.10
C -0.92582 -0.05986 -0.46452 0.30
O -0.71584 1.22414 0.00741 -0.50
C 1.67588 0.39489 1.60711 -0.44
C 2.38561 0.29780 0.48749 -0.59
C -0.00087 -1.00781 -0.47042 0.53
O 0.65827 -1.97778 -0.52447 -0.41
H -3.03122 -0.26795 -0.12572 0.26
H -2.60360 0.14848 -1.80172 0.29
H -2.34084 -1.49808 -1.20755 0.32
H -0.86366 1.83327 -0.72918 0.32
H 1.07099 1.27061 1.82066 0.25
H 1.64100 -0.41653 2.33050 0.24
H 2.39894 1.09717 -0.25025 0.24
H 2.95399 -0.59693 0.24625 0.28

***

15
Properties=species:S:1:pos:R:3:mulliken_charge:R:1 method="wB97M-V/def2-TZVPD" e_homo_ev=-9.277 lumo_ev=0.28 total_charge=0 e_above_lowest_kcal_mol=106.8 fmax_ha_per_bohr=0.13118
C -1.08128 1.45785 -0.00786 -0.04
C 1.87623 0.00874 0.42032 -0.18
C 1.16985 0.14537 -0.76776 -0.16
C -1.21064 -1.10472 0.36330 -1.33
C -0.93230 0.05470 -0.47527 0.05
O -0.87293 2.38075 -0.85354 -0.55
O 1.72301 -1.06044 -0.38066 -0.39
H -1.40122 1.63489 0.98680 0.41
H 2.94938 0.39588 0.57530 0.23
H 1.36523 -0.06643 1.42946 0.12
H 1.51840 0.77204 -1.56172 0.40
H -0.90017 -1.04612 1.34899 0.38
H -0.80072 -2.10441 -0.03940 0.29
H -2.30851 -1.26890 0.41862 0.37
H -1.09432 -0.19920 -1.45659 0.40

***

15
Properties=species:S:1:pos:R:3:mulliken_charge:R:1 method="wB97M-V/def2-TZVPD" e_homo_ev="-8.521 / -8.518" lumo_ev="-0.69 / -0.69" total_charge=0 e_above_lowest_kcal_mol=145.7 fmax_ha_per_bohr=0.01676
O -0.83068 1.41425 0.81522 -0.57
C -1.43959 0.15286 0.70869 -0.40
C -1.00054 -0.72178 -0.47239 -0.48
O 0.17890 -1.48314 -0.19734 -0.38
C 1.41943 -0.90193 -0.59562 -0.31
C 1.71855 0.47613 -0.24011 -0.17
C 1.01938 1.46474 0.29946 -0.37
H 0.69916 1.24415 1.36449 0.33
H -2.52467 0.34616 0.59429 0.35
H -1.32648 -0.45828 1.62719 0.27
H -0.88212 -0.10040 -1.37652 0.32
H -1.78268 -1.46961 -0.67528 0.37
H 1.51522 -0.90460 -1.70676 0.33
H 2.19923 -1.58858 -0.23448 0.36
H 1.03691 2.53002 0.08915 0.37

***

15
Properties=species:S:1:pos:R:3:mulliken_charge:R:1 method="wB97M-V/def2-TZVPD" e_homo_ev="-7.663 / -7.663" lumo_ev="0.37 / 0.37" total_charge=0 e_above_lowest_kcal_mol=133.5 fmax_ha_per_bohr=0.01292
C -0.52227 1.82305 -0.26815 -0.41
C -0.51315 -0.34486 -0.26310 0.19
C -1.04281 -1.35134 0.71640 -1.17
C 0.86302 -0.72178 -0.80598 -0.58
C 1.51648 0.16141 0.22726 0.49
O 2.62217 0.40640 0.59376 -0.52
O 0.34962 0.69997 0.77586 -0.34
H 0.11711 1.94902 -1.13772 0.29
H -1.55958 1.68352 -0.53636 0.31
H -0.38138 2.61288 0.47076 0.23
H -0.23811 -1.84514 1.29562 0.32
H -1.73354 -0.89306 1.43114 0.29
H -1.59402 -2.12790 0.17250 0.36
H 1.15944 -1.77490 -0.73195 0.32
H 1.08480 -0.36901 -1.82086 0.22

***

15
Properties=species:S:1:pos:R:3:mulliken_charge:R:1 method="wB97M-V/def2-TZVPD" e_homo_ev=-8.718 lumo_ev=1.03 total_charge=0 e_above_lowest_kcal_mol=85.0 fmax_ha_per_bohr=0.04330
O 2.47506 0.77540 0.67315 -0.51
C 1.60334 0.13218 -0.23175 -0.53
C 0.44690 -0.49704 0.53194 0.09
O -0.30178 0.53528 1.23828 -0.48
C -1.49784 0.05891 0.64142 -0.14
C -1.40355 0.14195 -0.92882 -0.85
C -0.81511 -0.98103 -0.18007 -0.21
H 1.92696 1.37333 1.20167 0.35
H 1.24174 0.83241 -0.99888 0.23
H 2.18795 -0.64231 -0.73758 0.30
H 0.84372 -1.23451 1.23659 0.39
H -2.41650 0.60671 0.62913 0.48
H -0.87772 1.01935 -1.27709 0.23
H -2.34156 -0.10214 -1.43769 0.32
H -1.07162 -2.01849 -0.36032 0.35

***

15
Properties=species:S:1:pos:R:3:mulliken_charge:R:1 method="wB97M-V/def2-TZVPD" e_homo_ev=-8.893 lumo_ev=0.61 total_charge=0 e_above_lowest_kcal_mol=46.6 fmax_ha_per_bohr=0.01270
O 1.46812 0.46263 -1.11539 -0.50
C 0.79552 1.50660 -0.54136 -0.19
C -0.53461 1.50026 -0.43507 -0.14
C 0.47275 -1.38732 1.50607 -0.90
C 0.36480 -2.69323 1.55502 0.88
O 0.24919 -3.85178 1.58248 -0.36
C -1.45657 0.42594 -0.94900 -0.95
H 2.41630 0.63787 -1.11789 0.32
H 1.43887 2.29882 -0.14739 0.30
H -1.92403 0.68557 -1.91750 0.28
H -0.98684 2.36406 0.04637 0.31
H 0.87596 -0.89885 0.63092 0.14
H 0.03065 -0.74908 2.25465 0.26
H -0.92013 -0.51190 -1.08154 0.27
H -2.28998 0.21040 -0.27037 0.30

***

15
Properties=species:S:1:pos:R:3:mulliken_charge:R:1 method="wB97M-V/def2-TZVPD" e_homo_ev=-9.805 lumo_ev=0.67 total_charge=0 smiles="O=CCCCC=O" e_above_lowest_kcal_mol=26.7 fmax_ha_per_bohr=0.02188
O -0.48222 2.15005 1.62362 -0.45
C 0.37530 1.48360 1.11845 -0.11
C 0.55333 -0.00518 1.24586 -0.40
C 0.67678 -0.76157 -0.07853 -0.72
C -0.62894 -0.99127 -0.82836 -0.46
C -1.16559 0.27196 -1.45215 -0.04
O -1.99443 0.97469 -0.96088 -0.42
H 1.17205 1.94982 0.50086 0.32
H -0.14681 -0.47274 1.94249 0.32
H 1.49837 -0.09515 1.81558 0.33
H 1.23428 -1.68293 0.10181 0.33
H 1.35499 -0.16140 -0.70095 0.36
H -1.38918 -1.50933 -0.25511 0.35
H -0.39028 -1.66219 -1.65156 0.29
H -0.66765 0.51165 -2.42113 0.32